This record from the OMol25 dataset describes a structure of composition C15H31KO7S3 at a distorted geometry. The level of theory is ωB97M-V/def2-TZVPD.

Results
Total energy (a.u.): -2911.22420
Gap between HOMO and LUMO (eV): 6.144
HOMO energy (eV): -6.05

Each line ends with the Löwdin charge.
CARTESIAN COORDINATES (ANGSTROEM)
H1 -30.52655 8.43407 -10.21419  0.1014
O1 -32.23128 7.98947 -6.46438  -0.3358
H2 -37.41068 4.41884 -7.88480  0.1201
H3 -29.41504 3.18916 -11.00830  0.0536
O2 -30.52285 1.36383 -7.62879  -0.4176
H4 -35.85129 5.72509 -8.93424  0.1219
C1 -36.46437 4.47932 -7.34727  -0.2357
H5 -33.75122 -0.49416 -4.92590  0.1264
O3 -30.80866 6.66031 -7.96433  -0.4207
H6 -31.30798 10.07025 -7.74037  0.1122
H7 -32.74814 0.43784 -8.53659  0.0734
C2 -33.01114 7.83748 -9.04373  -0.1690
C3 -32.61055 8.87203 -10.14148  -0.1735
H8 -34.52857 5.33126 -7.81932  0.1101
C4 -30.78017 4.63556 -11.93348  -0.6328
C5 -33.36606 -0.93234 -7.02202  -0.2325
H9 -30.75697 10.15451 -10.33200  0.1182
C6 -29.33612 4.20655 -11.39139  -0.0815
H10 -36.80749 2.30511 -7.09125  0.0960
H11 -31.31472 -1.40289 -5.34332  0.1096
O4 -31.66297 4.49533 -10.89202  -0.3953
C7 -35.00524 3.79747 -9.23422  -0.1720
S1 -30.82386 -0.04407 -7.35225  0.7695
H12 -33.33627 0.83237 -5.85363  0.0859
H13 -31.10406 3.90248 -12.67225  0.0952
H14 -33.35010 -1.99397 -6.77547  0.1191
H15 -36.75337 5.11519 -6.51046  0.1250
O5 -35.10927 1.17942 -8.52950  -0.3288
H16 -29.07146 4.93839 -10.62820  0.0517
H17 -30.22950 6.01515 -13.61172  0.0495
H18 -29.81843 9.25155 -7.98469  0.1186
O6 -33.35966 2.69208 -7.39226  -0.3948
H19 -33.21475 6.79552 -9.29063  0.0786
H20 -31.75151 6.29129 -13.01038  0.0526
S2 -31.61176 7.85251 -7.76960  0.6768
H21 -32.87254 8.48003 -11.12423  0.1131
H22 -33.20673 9.77472 -10.00797  0.1041
C8 -31.57007 -0.38621 -5.64211  -0.2064
C9 -31.13776 9.25724 -9.84414  -0.2027
C10 -35.42680 4.94559 -8.30155  -0.2447
O7 -29.85069 -1.09841 -7.72264  -0.3451
C11 -32.42611 -0.50257 -8.08936  -0.2252
S3 -34.67647 2.45691 -8.00384  0.7488
H23 -30.25512 6.82581 -12.06902  0.0441
C12 -30.74970 6.05079 -12.65453  -0.0768
C13 -30.84729 9.28735 -8.34281  -0.2506
H24 -31.14937 0.32505 -4.93133  0.0999
H25 -33.94931 8.13624 -8.57609  0.0903
H26 -35.72597 3.00810 -5.88149  0.1003
C14 -36.08836 3.10280 -6.90511  -0.1856
H27 -28.64035 4.18345 -12.23012  0.0532
H28 -34.39626 -0.72588 -7.31213  0.0984
K1 -30.94384 4.02698 -8.10625  0.8175
H29 -35.82555 3.58869 -9.92094  0.1142
H30 -32.12560 -1.20536 -8.86646  0.1120
H31 -34.10323 3.87818 -9.84083  0.0892
C15 -33.03434 -0.20265 -5.69348  -0.2232

Cartesian forces (eV/Å) of the 3 atoms listed first:
0.18 -0.02 -0.25
0.62 0.40 -0.21
-0.07 -0.20 -0.27

***

This record from the OMol25 dataset describes a structure of composition C45H35ClN8O7S2SeSiTa at a distorted geometry. The level of theory is ωB97M-V/def2-TZVPD.

Results
Total energy (a.u.): -6705.01702
Gap between HOMO and LUMO (eV): 6.855
HOMO energy (eV): -5.10
Charge: -1

Each line ends with the Löwdin charge.
CARTESIAN COORDINATES (ANGSTROEM)
C1 4.82896 1.17550 -2.14984  -0.0828
N1 -2.42857 0.63900 2.12739  0.1114
C2 -1.03093 1.88023 8.01875  -0.0336
C3 -0.99168 -4.95060 0.01178  -0.0751
H1 -0.10580 3.54002 0.85030  -0.0016
H2 -4.66741 3.56391 -4.23063  0.0960
C4 -0.55211 0.98709 7.07815  -0.0698
C5 0.31116 0.75734 -4.55376  -0.1009
Cl1 1.36932 -1.33315 1.56947  0.6564
S1 1.34358 0.05051 5.29541  0.5546
H3 5.33324 1.68072 -1.33627  0.1020
N2 -1.88951 0.20389 -0.60926  -0.0624
C6 3.54566 -0.11245 -4.22718  -0.0967
H4 -0.19596 4.70060 9.44107  0.0818
C7 -2.49324 0.35507 3.42129  -0.1488
O1 2.74899 0.34509 5.16294  -0.3226
C8 -2.96931 0.51060 -2.65328  -0.0897
O2 2.03965 -1.76995 2.70787  -0.1830
C9 2.42234 -4.78283 -4.45659  -0.0913
O3 -0.02732 -1.06741 1.73353  -0.3953
N3 0.20347 1.84144 2.06803  -0.0957
O4 0.67854 -0.83826 -1.27410  -0.4855
H5 3.04587 -0.62393 -5.04144  0.1017
C10 -0.97519 -5.02515 -1.37510  -0.0757
O5 0.92798 -1.27186 5.67599  -0.3133
H6 1.59467 -2.90828 -5.05868  0.0854
C11 1.94474 -3.50236 -4.22580  -0.1064
O6 1.51540 -2.30646 0.55651  -0.2841
H7 -0.79131 -5.81552 0.62779  0.0953
C12 0.23946 3.20251 1.81352  -0.3630
H8 5.10610 0.66026 -5.47794  0.0964
C13 3.64001 0.49873 -1.91873  -0.0998
C14 2.98251 -0.16685 -2.95069  -0.2170
C15 -1.04213 0.29106 -6.48818  -0.1056
C16 -1.26512 -3.72314 0.58859  -0.1529
C17 -0.47127 -1.46622 -4.95329  -0.1205
C18 2.92049 -5.00653 -2.12748  -0.0829
H9 -2.85121 1.01344 5.43504  0.0815
C19 -3.43464 0.41390 -3.95018  -0.0117
C20 0.72992 1.13112 6.58014  -0.3235
C21 -2.23711 -0.43773 -1.79555  -0.2919
C22 -2.78896 1.29570 4.39582  -0.0803
Si1 1.37183 -1.14569 -2.71921  0.5737
C23 0.61272 1.58944 3.33955  -0.6669
C24 -0.34672 1.18996 -5.69537  -0.0822
N4 0.54660 0.43693 3.95039  -0.1309
N5 -0.69465 3.82592 9.42334  0.0840
H10 -1.69554 3.93674 9.43617  0.0820
H11 1.74931 3.77901 8.41795  0.1076
C25 -1.58671 -2.70518 -1.44086  -0.3459
C26 -2.59259 1.41364 -0.57987  -0.3658
C27 0.71116 3.99232 2.78237  -0.4121
H12 2.56949 2.17328 6.68175  0.1019
Se1 0.47562 2.09900 -1.08547  0.4021
H13 0.85647 1.46866 -3.94745  0.0594
C28 -4.03968 1.53345 -4.50537  -0.0809
H14 -2.04241 1.78889 8.39693  0.1070
H15 2.45553 -3.33221 -0.90315  0.0746
H16 3.21423 0.50185 -0.92475  0.0646
H17 -1.15692 0.16611 6.72054  0.1083
C29 -1.11080 -1.04112 -6.10768  -0.1019
H18 -1.65853 -1.75143 -6.71577  0.1004
C30 -3.14856 1.67263 -1.91307  -0.1119
C31 -2.97909 2.61164 4.00039  -0.0700
H19 3.31200 -5.58864 -1.30243  0.1017
C32 1.56499 2.11794 7.07537  -0.1267
N6 -2.86533 2.19681 0.39950  0.1757
Ta1 0.14350 0.15414 0.21071  1.3754
C33 0.27072 -0.58494 -4.16703  -0.2135
H20 -0.55368 -2.50362 -4.66141  0.0779
C34 -3.77181 2.78158 -2.45180  -0.0079
H21 -2.29208 -0.67639 3.68626  0.1104
C35 -2.70001 1.89155 1.73567  -0.3661
C36 5.36852 1.22645 -3.42544  -0.1000
O7 1.93871 -0.09342 1.06558  -0.3818
H22 2.41185 -5.18716 -5.46119  0.0970
S2 1.14454 3.06240 4.17438  1.0604
H23 -3.31045 -0.50171 -4.50846  0.1046
C37 -4.20238 2.70209 -3.76949  -0.0828
H24 -1.26698 -3.60376 1.66735  0.1100
C38 2.43308 -3.72792 -1.90259  -0.0773
N7 -1.52984 -2.62432 -0.10707  0.1173
H25 -1.33020 -3.92256 -3.18872  0.0972
C39 -1.29452 -3.90372 -2.10972  -0.0192
H26 0.85552 5.05651 2.76534  0.0527
H27 -0.30066 2.23595 -5.96860  0.1018
H28 -4.38420 1.51058 -5.53094  0.0982
H29 -3.11511 3.91676 2.28595  0.1068
H30 6.29196 1.76293 -3.60582  0.0951
H31 -0.72322 -5.95381 -1.87134  0.1042
C40 2.90639 -5.54455 -3.40496  -0.1009
N8 -2.05208 -1.65058 -2.19736  0.1670
C41 1.10186 3.00249 8.03025  -0.0356
H32 -3.14890 3.38534 4.73914  0.1030
C42 -0.21690 2.91726 8.48042  -0.3264
H33 -3.88928 3.67978 -1.86317  0.1115
H34 3.28209 -6.54445 -3.58068  0.0950
C43 4.71203 0.59175 -4.47113  -0.0935
H35 -1.52714 0.62410 -7.39785  0.0977
C44 -2.95213 2.91577 2.65572  -0.0276
C45 1.91511 -2.95355 -2.94124  -0.1974

Cartesian forces (eV/Å) of the 3 atoms listed first:
0.13 0.08 0.03
-0.03 0.20 -0.17
0.01 0.06 -0.03

***

This record from the OMol25 dataset describes a cluster of 11 separate species, C13H17Cl30NO3S in total at a distorted geometry. The level of theory is ωB97M-V/def2-TZVPD.

Results
Total energy (a.u.): -14989.76323
Gap between HOMO and LUMO (eV): 8.607
HOMO energy (eV): -9.04

Each line ends with the Löwdin charge.
CARTESIAN COORDINATES (ANGSTROEM)
Cl1 -2.89396 10.96707 5.03050  0.5185
Cl2 -3.17638 -5.86364 -4.92654  0.5235
C1 -1.57976 0.47673 0.63126  -1.5348
S1 1.57003 -2.12107 -1.93608  0.9224
O1 2.24240 -3.43078 -2.78606  -0.3370
O2 2.29634 -2.14104 -0.62057  -0.4212
C2 -1.78296 11.08814 6.40028  -1.5572
H1 0.36644 -4.13894 -0.50746  0.1114
C3 -0.36983 -3.70760 -1.24011  -0.3242
Cl3 7.97192 3.06977 -0.77415  0.5200
Cl4 -1.67879 2.10954 -0.04257  0.5274
Cl5 -11.77561 -4.10317 0.54506  0.5201
N1 -0.65524 -4.61087 -2.38032  0.0283
Cl6 -3.27613 -7.33315 -2.41872  0.5194
Cl7 1.57412 0.79707 -2.01508  0.5431
C4 -10.46768 -3.59551 1.62113  -1.5402
H2 -4.91798 -7.19767 -4.09254  0.0133
Cl8 2.31378 3.69793 2.67851  0.5102
H3 6.80677 -5.95693 -3.88102  0.0156
Cl9 0.43431 5.85608 2.17293  0.5369
C5 1.36896 4.54311 1.44487  -1.5332
Cl10 6.09840 5.23397 -1.27982  0.5076
H4 0.21034 -4.86678 -2.85913  0.0525
Cl11 -6.55643 -2.50301 -1.11343  0.4802
H5 -1.26382 -0.20120 -0.15684  -0.0041
H6 6.33280 3.21343 -2.44823  -0.0405
H7 -10.68462 -2.59086 1.97037  0.0135
C6 6.95131 -6.16461 -2.82564  -1.5321
Cl12 -8.15511 -0.33330 -0.00414  0.5137
Cl13 3.62079 2.67464 -2.86796  0.5545
Cl14 8.08521 4.53359 -3.28348  0.5221
Cl15 8.62663 -6.67194 -2.58368  0.5270
Cl16 -6.17198 0.22382 -2.05104  0.5300
Cl17 -5.16379 -5.17973 -2.91930  0.5039
H8 -1.34644 -3.64295 -0.67708  0.1345
C7 7.02893 3.91858 -2.00559  -1.5639
Cl18 -10.37004 -4.66273 3.02801  0.5181
C8 -4.22642 -6.48815 -3.64975  -1.5372
Cl19 -1.41300 12.77994 6.75544  0.5199
Cl20 2.42345 5.16425 0.16900  0.5064
Cl21 1.31776 8.82217 5.91134  0.5330
H9 1.55632 6.80751 4.72712  -0.0272
Cl22 -0.38347 0.41484 1.92984  0.5341
Cl23 -8.92716 -3.56107 0.75557  0.4813
H10 3.90542 0.51266 -1.99244  0.0226
H11 2.18054 -6.09349 -1.44085  0.0756
Cl24 -3.16385 -0.04991 1.21674  0.5391
O3 -0.06420 -2.36862 -1.66698  -0.3355
C9 -6.57888 -0.78961 -0.66096  -1.5293
Cl25 3.19334 6.65601 6.40235  0.5262
C10 3.15498 -4.17546 -1.99423  -0.2602
C11 3.23752 1.34012 -1.77140  -1.4937
H12 0.67501 3.83487 1.00089  -0.0194
H13 -0.85869 10.58639 6.13353  -0.0450
H14 4.24651 -3.93332 -2.09420  0.0425
H15 -5.82926 -0.63156 0.10971  -0.0268
C12 2.78956 -5.20221 -1.12499  -0.0022
Cl26 3.30604 8.13605 3.90412  0.5202
Cl27 -2.45798 10.28543 7.82336  0.5170
Cl28 5.83645 -7.45268 -2.35516  0.5237
H16 3.10857 -5.15849 -0.05599  0.0809
Cl29 6.61268 -4.68459 -1.91690  0.5574
C13 2.25108 7.51098 5.17582  -1.5515
Cl30 3.48636 1.82154 -0.09144  0.5307
H17 -1.04485 -5.48595 -2.01610  0.0382

Cartesian forces (eV/Å) of the 3 atoms listed first:
0.11 -0.02 0.07
-0.11 -0.10 0.09
0.13 0.04 0.05

***

This record from the OMol25 dataset describes a cluster of 8 separate species, C16H26Cl4N6O8 in total at a distorted geometry. The level of theory is ωB97M-V/def2-TZVPD.

Results
Total energy (a.u.): -3395.71528
Gap between HOMO and LUMO (spin up / spin down) (eV): 6.678 / 2.625
HOMO energy (spin up / spin down) (eV): -11.30 / -11.30
2S+1: 2
Charge: +1

Each line ends with the Mulliken spin population.
CARTESIAN COORDINATES (ANGSTROEM)
C1 3.74684 6.24262 18.10078  0.0000
N1 -2.53804 1.07367 21.94946  0.0000
O1 -1.48970 1.62569 22.25424  0.0000
H1 4.87021 -1.47246 21.85736  0.0000
Cl1 3.98730 -3.70109 21.97558  0.0000
O2 0.70737 5.21510 23.69636  0.0028
H2 2.48037 2.06756 22.05959  -0.0001
C2 6.88257 2.30812 22.02032  0.0000
C3 2.79141 7.24977 18.28476  0.0000
H3 -0.53365 1.32241 27.96391  -0.0003
H4 7.41328 2.89935 21.27408  0.0000
C4 3.62018 5.07355 18.83758  0.0000
N2 1.67957 5.91499 19.91796  0.0000
Cl2 6.05761 -2.70752 20.39071  0.0000
H5 -2.31409 -0.20351 23.45613  0.0000
H6 0.77637 1.57913 26.91418  -0.0022
C5 0.17594 4.62599 26.50411  0.0372
H7 0.49634 4.12170 25.60443  0.0097
N3 5.58171 1.95836 21.46867  0.0000
C6 1.77873 7.00404 19.18659  0.0000
O3 5.46266 0.86486 20.97105  0.0000
H8 -0.77709 6.57498 29.65667  0.0070
N4 0.87666 4.38332 27.65013  0.7139
C7 -0.88645 5.49985 26.45859  0.1050
H9 1.01600 7.76836 19.20806  0.0000
H10 -1.39508 5.67611 25.52231  0.0148
O4 -2.32224 1.42961 26.28307  -0.0003
H11 -1.05655 6.04266 21.16106  0.0000
N5 -1.14441 1.44345 25.96472  -0.0017
O5 -3.07940 1.21392 20.81871  0.0000
H12 1.07424 4.77741 29.68184  0.0227
C8 -0.12724 0.97763 27.01309  0.0022
Cl3 2.70795 2.86068 24.27515  0.0005
H13 2.84288 8.13137 17.66303  0.0000
O6 4.70316 2.78156 21.60697  0.0000
N6 0.16117 5.08577 22.60286  -0.0002
H14 -3.72377 0.87051 23.73139  0.0000
Cl4 2.89203 0.11729 23.34993  0.0001
H15 3.90469 -1.86470 20.42706  0.0000
C9 -0.66730 6.26581 22.15443  0.0002
H16 4.57457 6.33015 17.41260  0.0000
H17 -3.86348 -0.54659 22.67455  0.0000
H18 4.20434 4.18739 18.63794  0.0000
H19 -1.48188 6.57637 22.80873  0.0001
H20 1.10424 1.58527 23.03245  -0.0001
H21 -2.02974 6.89275 27.54804  0.0072
C10 2.18763 1.70455 23.04480  0.0002
H22 7.36098 1.34539 22.20030  0.0000
O7 0.34753 4.12002 21.90850  0.0007
H23 0.04934 7.08223 22.06507  0.0000
O8 -0.66906 1.76627 24.82023  0.0026
H24 6.52266 2.79930 22.92437  0.0000
C11 4.60514 -2.26646 21.15923  0.0000
C12 0.53001 5.01260 28.77913  0.0221
H25 0.01776 -0.10197 27.05235  0.0003
H26 2.53304 4.18288 20.47965  0.0000
C13 -0.44383 6.02733 28.78754  0.0916
C14 2.58802 5.00742 19.78429  0.0001
C15 -3.19736 0.24987 23.00626  0.0000
C16 -1.19286 6.21374 27.61857  -0.0362

Cartesian forces (eV/Å) of the 3 atoms listed first:
-0.18 -0.38 0.32
-0.90 1.33 -2.80
-0.90 -0.69 -0.22

***

This record from the OMol25 dataset describes the molecule C7H12 at a distorted geometry. The level of theory is ωB97M-V/def2-TZVPD.

Results
Total energy (a.u.): -273.84903
Gap between HOMO and LUMO (eV): 9.705
HOMO energy (eV): -8.55

Each line ends with the Löwdin charge.
CARTESIAN COORDINATES (ANGSTROEM)
H1 0.59459 0.07330 2.33721  0.0825
H2 2.70633 -0.00094 2.06037  0.0700
C1 -1.24162 -0.14235 -0.65217  -0.3648
H3 0.08737 1.47124 -0.07078  0.0965
H4 -1.53958 1.36724 -2.20749  0.0755
C2 -0.57794 -1.47234 -0.39382  -0.0745
C3 0.21386 -1.45786 0.68739  -0.0741
H5 2.35991 0.40338 0.34934  0.0421
H6 -2.32521 -0.24686 -0.47083  0.1331
C4 2.00076 0.51132 1.35665  -0.0610
H7 -0.00600 0.48550 -2.32955  0.0786
C5 0.37714 -0.09192 1.30775  -0.2645
H8 -1.35113 1.37030 0.94416  0.1118
H9 -1.51940 -0.28740 -2.83157  0.0737
H10 -0.77748 -2.33840 -1.03134  0.1085
C6 -0.58332 0.77546 0.43164  -0.1190
C7 -1.06985 0.38297 -2.08653  -0.0825
H11 2.02760 1.57596 1.67831  0.0682
H12 0.73738 -2.33151 1.06024  0.0999

Cartesian forces (eV/Å) of the 3 atoms listed first:
-2.68 -0.80 1.61
-1.00 -0.11 -0.57
0.16 0.06 0.22